# 1
Here is a structure of composition C35H60BN8RuSTe in a non-equilibrium geometry from OMol25. Energies are from wB97M-V/def2-TZVPD.

As for the multiplicity: 6. As for the net charge: +2. The calculation puts the total energy at -70562.570 eV.

```
107
Properties=species:S:1:pos:R:3:forces:R:3:lowdin_spin:R:1
Ru 0.107724 -0.465429 0.928307 0.0 1.6 -2.6 3.38
C 4.789524 -2.294429 -0.067493 -0.2 0.1 0.0 0.00
C 3.387424 -1.776129 0.235607 -0.2 -0.2 0.2 0.01
C 3.377424 -0.932029 1.514007 -0.3 -0.2 -0.2 0.02
C 2.812924 -0.987629 -0.897793 -0.2 0.1 -0.4 0.01
C 3.339824 -0.750529 -2.158193 -0.3 0.2 0.1 0.01
C 2.418024 0.061471 -2.816093 0.7 -0.4 0.3 0.01
C 2.596924 0.391371 -4.266493 -0.3 0.1 -0.3 0.00
C 2.375624 1.837771 -4.706793 0.1 -0.2 0.1 0.00
C 1.748524 -0.593429 -5.085493 0.2 0.1 0.0 0.00
N 1.393024 0.291471 -1.962693 0.0 0.3 -0.6 0.01
N 1.637324 -0.355829 -0.811493 -0.1 -0.8 1.5 0.11
B 0.147924 1.225771 -2.092193 0.0 -0.4 0.5 0.00
N 0.146524 2.213371 -0.887693 0.0 0.4 -0.5 0.00
N 0.321324 1.750871 0.361507 -0.1 -0.9 1.3 0.08
C 0.346324 2.782171 1.205607 0.1 0.0 -0.3 0.01
C 0.179724 3.952971 0.484707 0.1 -0.3 -0.1 0.01
C 0.047224 3.561071 -0.845293 0.0 0.3 0.6 0.01
C -0.297476 4.534071 -1.929593 0.0 -0.1 -0.4 0.00
C 0.674024 4.576271 -3.108493 -0.1 0.0 0.2 0.00
C -1.733176 4.280971 -2.399893 0.2 0.2 0.2 0.00
C 0.419224 2.554471 2.680907 -0.2 -0.1 0.1 0.00
C -0.956676 2.023271 3.108107 0.3 -0.2 -0.1 0.01
C 0.771624 3.820271 3.455107 0.1 -0.3 -0.2 0.00
N -1.150676 0.366071 -2.020393 -0.1 0.3 -0.6 0.01
N -1.386376 -0.324629 -0.887993 0.3 -0.6 1.6 0.11
C -2.541076 -0.993329 -1.016193 0.1 0.1 -0.4 0.01
C -3.054776 -0.731329 -2.273193 0.4 0.2 0.2 0.01
C -2.163976 0.149571 -2.891893 -0.4 -0.5 0.4 0.01
C -2.527776 0.685971 -4.250393 0.0 0.3 -0.3 0.00
C -1.498976 1.447071 -5.074793 -0.1 -0.2 0.1 0.00
C -3.796376 1.548671 -4.114493 0.1 -0.2 -0.1 0.00
C -3.137476 -1.821929 0.077207 0.2 -0.2 0.2 0.01
C -3.148876 -1.016729 1.375807 0.2 -0.2 -0.2 0.03
C -4.533976 -2.320429 -0.275193 0.2 0.1 0.0 0.00
H 5.161924 -2.869929 0.776307 0.1 -0.1 0.1 0.00
H 4.776924 -2.943329 -0.938493 0.0 -0.1 -0.1 0.00
H 5.478124 -1.473629 -0.254293 0.1 0.1 0.0 0.00
H 2.740324 -2.658229 0.396407 0.2 0.3 0.0 0.02
H 4.023024 -0.065829 1.390207 0.0 0.2 0.0 0.00
H 2.349424 -0.562729 1.732207 0.5 -0.1 0.1 0.01
H 3.734324 -1.520629 2.357307 -0.1 0.0 0.2 0.00
H 4.265624 -1.110929 -2.554593 0.2 0.0 -0.1 0.00
H 3.649724 0.164971 -4.468593 -0.1 0.0 0.1 0.00
H 1.331024 2.044471 -4.908293 -0.1 0.1 0.0 0.00
H 2.744124 2.535771 -3.961093 0.0 0.1 0.1 0.00
H 2.927624 2.009671 -5.627393 0.0 0.0 -0.1 0.00
H 0.727924 -0.627029 -4.710293 -0.1 0.0 0.0 0.00
H 1.735324 -0.293129 -6.129993 0.0 0.0 -0.1 0.00
H 2.164724 -1.595429 -5.019393 0.0 -0.1 0.0 0.00
H 0.204424 1.816271 -3.087993 0.0 0.2 -0.5 0.00
H 0.152424 4.952471 0.867307 0.0 0.2 0.0 0.00
H -0.263976 5.519271 -1.450993 0.0 -0.2 0.0 0.00
H 0.462224 3.792071 -3.825193 0.0 -0.1 -0.1 0.00
H 0.573424 5.530971 -3.616793 0.0 0.1 -0.1 0.00
H 1.701424 4.473771 -2.769393 0.1 0.0 0.0 0.00
H -1.838176 3.241371 -2.695393 -0.1 -0.1 -0.1 0.00
H -2.444676 4.491771 -1.602993 -0.1 -0.1 0.0 0.00
H -1.963876 4.922571 -3.246693 -0.1 0.0 -0.1 0.00
H 1.186224 1.779971 2.861607 -0.1 0.2 0.0 0.00
H -1.733776 2.713671 2.786007 -0.1 0.0 -0.1 0.00
H -1.135676 1.042371 2.634907 -0.2 0.3 0.3 0.01
H -1.026276 1.933771 4.189707 0.0 -0.1 0.2 0.00
H -0.021576 4.553971 3.347707 -0.1 0.2 0.0 0.00
H 0.888624 3.611271 4.515907 0.0 0.0 0.1 0.00
H 1.697524 4.248171 3.084207 0.1 0.1 0.0 0.00
H -3.952776 -1.118029 -2.701493 -0.3 -0.1 -0.1 0.00
H -2.807476 -0.206029 -4.827893 0.1 0.1 0.1 0.00
H -1.302076 2.429271 -4.657893 0.1 0.1 0.0 0.00
H -0.573876 0.891671 -5.163493 0.2 0.0 0.0 0.00
H -1.901976 1.589971 -6.074893 0.0 0.0 -0.1 0.00
H -3.608576 2.410871 -3.480693 0.0 0.1 0.1 0.00
H -4.085976 1.905871 -5.099093 -0.1 0.1 -0.1 0.00
H -4.628876 0.989871 -3.696393 -0.1 0.0 0.1 0.00
H -2.496576 -2.708829 0.230207 -0.2 0.3 -0.1 0.01
H -3.732076 -0.108929 1.248607 0.0 0.2 0.0 0.00
H -3.577376 -1.593429 2.193007 0.1 -0.1 0.1 0.00
H -2.112976 -0.724429 1.648307 -0.4 0.0 0.2 0.01
H -5.206776 -1.490329 -0.469893 -0.1 0.1 0.0 0.00
H -4.505276 -2.956629 -1.155193 0.0 -0.1 -0.1 0.00
H -4.933976 -2.901629 0.550107 -0.1 -0.1 0.1 0.00
Te 0.101524 -3.060329 1.223807 0.1 -1.6 0.0 0.72
C 0.128124 -5.154329 1.019307 0.5 0.7 0.3 0.11
C -0.842576 -5.955429 0.478907 -0.2 0.3 -0.1 0.06
C -0.484776 -7.311929 0.480607 0.0 -0.2 0.0 0.01
C 0.746824 -7.535829 1.021507 0.1 0.4 0.1 0.08
S 1.497624 -6.090129 1.537607 -0.3 0.2 -0.1 0.01
H -1.772176 -5.577829 0.091607 -0.2 0.1 -0.1 0.00
H -1.115176 -8.091729 0.093407 -0.1 -0.2 -0.1 0.00
H 1.254924 -8.472329 1.142307 0.1 -0.2 0.0 0.00
N 0.140424 -0.914029 6.928907 -0.1 0.1 0.4 0.00
C 1.476424 -0.844029 6.277307 0.7 0.3 -0.5 0.00
C 1.304124 -0.280229 4.858907 0.1 -0.1 0.2 0.00
N 0.371924 -1.040629 4.046207 0.1 -0.2 -0.1 0.02
C -0.904176 -1.203529 4.722707 -0.1 -0.2 0.1 0.01
C -0.775776 -1.783229 6.139907 -0.6 -0.2 -0.7 0.00
H -0.256976 0.035171 6.964907 0.1 -0.2 0.2 0.00
H 0.218824 -1.254329 7.894607 0.0 0.1 -0.2 0.00
H 1.902324 -1.849629 6.258207 -0.2 0.0 0.1 0.00
H 2.135324 -0.198329 6.857207 -0.1 0.0 0.1 0.00
H 2.274124 -0.257229 4.364407 0.0 0.1 0.1 0.00
H 0.934824 0.745871 4.930507 0.1 0.1 0.0 0.00
H 0.767324 -1.959529 3.828407 -0.1 0.3 -0.1 0.02
H -1.537376 -1.864529 4.126007 0.0 0.1 0.1 0.01
H -1.396276 -0.226829 4.775607 0.0 -0.1 0.0 0.00
H -0.347976 -2.787429 6.109407 0.0 0.1 0.1 0.00
H -1.753776 -1.825929 6.625807 0.2 0.0 0.1 0.00
```
Positions in Å, forces in eV/Å.

=====

# 2
Here is a cluster of 3 separate species, C35H60F2N3O9 in total in a non-equilibrium geometry from OMol25. Energies are from wB97M-V/def2-TZVPD.

As for the net charge: +1. The calculation puts the total energy at -65588.527 eV.

```
109
Properties=species:S:1:pos:R:3:forces:R:3:lowdin_charge:R:1
C -1.853204 -1.981853 0.453745 -0.4 -1.1 -0.4 0.19
C -1.851109 -0.829147 0.729662 -0.1 0.9 0.4 -0.04
C -1.874238 0.547989 1.192758 0.2 -0.2 0.1 -0.24
O -3.112171 0.783418 1.829206 -0.4 0.0 -1.3 -0.05
C -3.532135 2.133542 1.931698 0.4 0.0 2.3 -0.40
C -5.009483 2.093298 2.289764 -0.3 -0.7 0.0 -0.09
C -5.675088 0.945428 2.484251 0.3 0.2 -0.1 0.07
C -2.749652 2.763598 3.113021 -0.2 0.4 -0.1 -0.11
C -2.798632 1.945861 4.402209 0.6 -0.3 0.0 -0.16
C -1.696012 0.890138 4.551137 -0.2 0.4 0.5 -0.20
C -0.329017 1.503863 4.859243 -0.2 -0.5 0.7 -0.21
C 0.664999 0.419897 5.258470 0.3 -0.6 -0.7 -0.20
C 0.833954 -0.649596 4.149216 0.1 0.8 0.0 -0.21
C 2.278404 -1.012065 3.817951 -0.5 -0.9 0.2 -0.20
C 2.329116 -2.268684 2.908348 0.0 1.1 -0.4 -0.18
C 2.937751 -1.941328 1.535999 0.2 -0.6 0.0 -0.20
C 3.472202 -3.181726 0.784187 -0.6 0.7 0.0 -0.15
C 2.427386 -3.694464 -0.188371 0.5 -0.3 0.5 -0.23
O 1.313341 -4.190302 0.544873 -0.1 0.0 0.1 -0.16
C 0.331284 -4.700182 -0.310558 -0.4 -0.1 0.1 -0.13
C -3.467360 2.979299 0.615646 -0.2 0.7 0.8 -0.22
N -3.046806 4.295818 0.898628 0.0 -0.2 -0.6 0.14
N -2.691121 2.242507 -0.545246 -0.6 -0.4 -0.5 -0.04
C -3.742457 1.307622 -1.105679 -0.7 0.2 -0.6 0.02
C -3.363682 0.282568 -2.158947 0.0 -0.9 0.0 -0.50
O -3.360423 -0.893176 -1.931181 0.1 0.1 0.0 0.16
O -3.156528 0.787162 -3.379459 0.2 0.5 0.2 0.12
C -2.392733 3.240838 -1.646905 0.4 0.5 -0.2 -0.03
C -1.143859 4.128783 -1.555379 0.0 1.4 0.1 -0.41
C -1.545245 5.615375 -1.686515 0.2 -0.2 -0.2 -0.02
O -0.287310 3.788083 -2.617534 0.0 -0.6 -0.1 -0.01
C -1.498752 1.624673 0.135337 0.5 0.6 0.8 -0.12
N -0.329196 1.314088 -0.651237 -0.7 0.2 0.0 0.14
C -0.302794 0.469531 -1.798955 0.3 -0.5 -0.4 -0.46
O -0.417574 0.879957 -2.896574 -0.3 0.1 -0.2 0.23
F -0.083167 -0.807788 -1.580515 0.2 0.1 0.5 0.19
C 0.924140 1.596531 -0.092881 0.4 -0.7 -0.1 -0.46
O 1.778409 0.805793 0.060800 0.4 0.0 -0.2 0.24
F 1.086758 2.880121 0.222923 -0.5 0.2 0.3 0.16
H -1.994051 -2.980252 0.103801 0.3 0.0 0.1 0.06
H -1.075719 0.633195 1.943953 0.1 0.1 -0.1 0.13
H -5.521674 3.043204 2.416181 -0.1 0.2 -1.1 0.13
H -6.697557 0.796087 2.160574 -0.5 0.5 1.1 0.07
H -5.190943 0.093532 2.945971 0.4 -0.4 -1.1 0.08
H -1.709207 2.977297 2.839810 0.1 -0.1 0.0 0.11
H -3.184176 3.734509 3.336388 -0.1 0.1 -0.2 0.12
H -3.763049 1.474390 4.582923 -0.2 0.1 -0.3 0.11
H -2.661730 2.658519 5.215913 -0.1 0.0 0.1 0.12
H -1.667949 0.194017 3.717666 -0.1 0.0 0.0 0.08
H -1.962322 0.295856 5.427894 0.0 -0.2 0.0 0.13
H -0.474575 2.133257 5.740459 0.1 0.4 -0.2 0.11
H 0.065265 2.124733 4.051680 0.0 0.0 -0.1 0.11
H 0.325759 -0.093056 6.158630 -0.1 0.2 0.2 0.11
H 1.648548 0.831736 5.485870 0.0 0.2 0.0 0.11
H 0.396560 -0.234888 3.231887 -0.1 -0.2 -0.1 0.09
H 0.255806 -1.539181 4.392029 0.0 -0.1 0.0 0.12
H 2.803248 -1.224183 4.750514 0.2 0.2 0.0 0.11
H 2.754060 -0.168526 3.320347 0.2 0.1 0.1 0.10
H 2.874490 -3.076854 3.387536 0.0 -0.1 0.0 0.11
H 1.302929 -2.574735 2.716594 0.0 -0.5 0.2 0.10
H 2.167147 -1.507331 0.896082 0.0 0.2 0.1 0.09
H 3.718730 -1.187084 1.634064 0.1 0.0 0.1 0.10
H 4.347594 -2.894645 0.206091 0.1 -0.2 0.0 0.10
H 3.726006 -3.963325 1.498704 0.2 -0.1 -0.1 0.11
H 2.088356 -2.858762 -0.809802 0.2 -0.1 -0.2 0.10
H 2.851169 -4.500044 -0.795727 -0.2 0.2 -0.2 0.12
H -0.069604 -3.933084 -0.987280 0.0 -0.1 0.5 0.05
H 0.702030 -5.520553 -0.932690 0.1 0.0 0.0 0.10
H -0.496379 -5.067799 0.294566 0.0 -0.1 0.1 0.09
H -4.490685 3.086305 0.265448 0.0 -0.3 -0.4 0.15
H -2.059099 4.450743 1.029876 0.0 0.1 0.3 0.10
H -3.473942 4.990857 0.308577 0.2 0.1 -0.1 0.10
H -4.454569 1.960958 -1.613687 0.0 0.2 0.1 0.15
H -4.317757 0.812571 -0.329746 0.5 -0.2 0.4 0.15
H -2.721788 0.095122 -3.904266 -0.2 0.0 -0.2 0.15
H -2.369689 2.746789 -2.614479 0.2 -0.4 0.2 0.13
H -3.260621 3.893147 -1.691581 -0.2 -0.1 0.2 0.13
H -0.621760 4.063634 -0.599431 0.0 -0.4 0.0 0.11
H -2.343677 5.731419 -2.417442 -0.1 0.1 0.1 0.10
H -1.804527 6.062633 -0.730779 -0.3 0.0 0.0 0.07
H -0.703071 6.196656 -2.059198 0.1 0.0 0.0 0.09
H 0.320014 4.511810 -2.796040 0.0 0.0 0.1 0.11
H -1.143128 2.444293 0.761925 -0.1 0.2 -0.1 0.14
C 0.547063 -3.416828 -4.542482 0.1 0.0 -0.1 -0.15
C 0.665524 -4.919517 -4.783905 -0.1 0.0 0.1 -0.16
C 2.010729 -5.229388 -4.140774 0.1 0.1 -0.1 -0.18
O 2.167546 -4.298242 -3.064817 -0.1 -0.1 -0.2 -0.15
C 1.179384 -3.277161 -3.164008 -0.2 0.0 -0.2 -0.23
H -0.476667 -3.044442 -4.579175 0.0 0.0 0.0 0.11
H 1.135002 -2.871267 -5.284006 0.0 0.0 0.0 0.12
H -0.133757 -5.446270 -4.257742 0.0 0.0 0.0 0.11
H 0.623733 -5.201684 -5.834267 0.0 0.0 0.0 0.11
H 2.832984 -5.081417 -4.848107 0.0 0.0 0.0 0.12
H 2.070650 -6.244631 -3.749256 0.0 0.0 0.1 0.12
H 0.439033 -3.436552 -2.371334 0.2 0.3 -0.6 0.07
H 1.648717 -2.304799 -3.007757 0.0 -0.1 0.0 0.08
C 5.870464 0.508137 -2.654602 0.0 -0.1 -0.1 -0.16
C 4.574627 0.491465 -3.460324 -0.1 0.1 0.1 -0.16
C 3.935227 -0.807977 -2.988893 0.2 0.0 0.0 -0.20
O 4.359487 -1.000616 -1.638668 -0.1 0.0 -0.1 -0.15
C 5.416942 -0.089323 -1.329674 -0.1 0.1 0.1 -0.20
H 6.307675 1.498962 -2.543546 0.0 0.0 0.0 0.11
H 6.611348 -0.140125 -3.126671 0.0 0.0 0.0 0.12
H 3.950158 1.343784 -3.178863 0.0 0.0 0.0 0.11
H 4.724910 0.521865 -4.538228 0.0 0.0 0.0 0.11
H 4.277857 -1.660151 -3.584316 -0.1 0.0 -0.1 0.13
H 2.844127 -0.781470 -3.022064 0.1 0.1 0.0 0.09
H 5.022214 0.683036 -0.659489 0.1 0.0 0.0 0.12
H 6.212569 -0.623831 -0.809974 0.0 -0.1 0.0 0.12
```
Positions in Å, forces in eV/Å.